## a
Density functional theory data (ωB97M-V/def2-TZVPD) for C21H25N3O3S in the gas phase.

- LUMO: 0.75 eV
- Molecular weight: 399.516 Da
- Structure (SMILES): CCN(CC)CCC(=O)N1c2ccccc2Sc2ccc(NC(=O)OC)cc21
- Charge: 0

Each line ends with the natural charge from an NBO analysis.
Atoms and positions in Å:
C -4.81791 0.27294 -2.32839  -0.608
C -4.15090 -1.04524 -2.71422  -0.224
N -3.04474 -1.39349 -1.82721  -0.473
C -3.37602 -2.44378 -0.87684  -0.207
C -4.48441 -2.04423 0.08811  -0.614
C -1.82252 -1.67327 -2.55439  -0.196
C -1.11898 -0.36698 -2.99458  -0.508
C 0.07010 -0.16241 -2.08177  0.708
O 1.16711 -0.59270 -2.36934  -0.604
N -0.18867 0.39491 -0.85202  -0.522
C -1.34223 1.14125 -0.53289  0.228
C -1.70143 2.24411 -1.29979  -0.248
C -2.82475 2.98379 -0.97736  -0.204
C -3.58656 2.64586 0.13023  -0.207
C -3.20473 1.58796 0.93252  -0.215
C -2.07938 0.84400 0.60937  -0.192
S -1.55040 -0.46393 1.67449  0.309
C 0.19531 -0.25250 1.45395  -0.224
C 1.05601 -0.51566 2.50761  -0.196
C 2.42126 -0.37500 2.35287  -0.237
C 2.93398 0.05937 1.13418  0.151
N 4.29943 0.22266 0.90412  -0.606
C 5.33619 0.01964 1.76239  0.895
O 5.27423 -0.31157 2.91675  -0.635
O 6.49153 0.25806 1.09422  -0.524
C 7.69608 0.11319 1.83242  -0.263
C 2.06750 0.35112 0.08234  -0.240
C 0.70271 0.17226 0.22719  0.231
H -4.11086 1.09414 -2.40305  0.207
H -5.18592 0.24184 -1.30849  0.209
H -5.65274 0.47016 -2.99745  0.203
H -3.77740 -0.95140 -3.73882  0.189
H -4.90291 -1.84620 -2.71761  0.181
H -3.66455 -3.37812 -1.39398  0.157
H -2.47555 -2.64913 -0.29242  0.204
H -4.58574 -2.81069 0.85266  0.215
H -4.23465 -1.10396 0.57048  0.206
H -5.43922 -1.94033 -0.41962  0.201
H -1.14663 -2.23658 -1.90553  0.209
H -2.00861 -2.30155 -3.44081  0.176
H -0.73253 -0.47270 -4.00822  0.234
H -1.83353 0.44839 -2.95769  0.232
H -1.09377 2.51283 -2.15184  0.222
H -3.10151 3.82950 -1.58844  0.218
H -4.46663 3.21856 0.37857  0.219
H -3.76827 1.33116 1.81652  0.225
H 0.64680 -0.84815 3.44869  0.224
H 3.08889 -0.59601 3.16769  0.255
H 4.56267 0.48757 -0.03562  0.414
H 8.41678 -0.38140 1.18350  0.191
H 8.06679 1.09916 2.11931  0.184
H 7.51402 -0.48283 2.72837  0.214
H 2.45836 0.68223 -0.86572  0.234

***

## b
Density functional theory data (ωB97M-V/def2-TZVPD) for C21H25N3O3S in the gas phase.

- LUMO: -0.03 eV
- Molecular weight: 399.516 Da
- Structure (SMILES): CCN(CC)CCCN1C(=O)C(O)=C(C(=O)c2cccs2)[C@@H]1c1ccccn1
- Charge: 0

Each line ends with the natural charge from an NBO analysis.
Atoms and positions in Å:
C -3.39556 -1.87985 2.01039  -0.635
C -2.22160 -1.04783 1.48321  -0.214
N -1.78184 -1.32995 0.12432  -0.472
C -1.24557 -2.67630 -0.03227  -0.214
C -0.24484 -2.77335 -1.18179  -0.630
C -2.75957 -1.01577 -0.90566  -0.215
C -3.10151 0.46893 -1.04062  -0.415
C -1.91658 1.36181 -1.42955  -0.217
N -1.07681 1.71684 -0.31333  -0.398
C -1.39625 2.65362 0.59763  0.603
O -2.36579 3.39346 0.62765  -0.639
C -0.29908 2.65686 1.60208  0.301
O -0.35277 3.51285 2.61389  -0.616
C 0.59548 1.68845 1.29268  -0.161
C 1.90351 1.46794 1.91638  0.507
O 2.46566 2.32741 2.56938  -0.516
C 2.56106 0.17738 1.66442  -0.329
C 3.91525 -0.00934 1.56900  -0.185
C 4.27411 -1.35070 1.35036  -0.266
C 3.19281 -2.17626 1.31413  -0.394
S 1.72124 -1.32873 1.52217  0.477
C 0.13361 1.00453 0.02576  -0.153
C 1.19956 1.11067 -1.04123  0.212
C 1.55305 2.34096 -1.58453  -0.248
C 2.57803 2.38086 -2.51358  -0.160
C 3.21271 1.19785 -2.86244  -0.261
C 2.77925 0.02389 -2.26845  0.055
N 1.79761 -0.02046 -1.38471  -0.448
H -3.16142 -2.94128 1.98416  0.206
H -3.60035 -1.59872 3.03990  0.218
H -4.29538 -1.70491 1.42571  0.203
H -1.35597 -1.20202 2.13519  0.198
H -2.48367 0.01091 1.53804  0.193
H -2.04657 -3.41884 -0.18421  0.167
H -0.72564 -2.92610 0.89518  0.196
H -0.73590 -2.71303 -2.14985  0.196
H 0.49070 -1.97547 -1.11533  0.242
H 0.26848 -3.73014 -1.12843  0.208
H -3.69970 -1.57422 -0.75625  0.172
H -2.33647 -1.34447 -1.85702  0.198
H -3.54452 0.85875 -0.12442  0.215
H -3.85542 0.55303 -1.82597  0.217
H -1.29479 0.86834 -2.17938  0.210
H -2.30894 2.29613 -1.84342  0.225
H -1.17286 4.03072 2.51009  0.504
H 4.61310 0.80550 1.63829  0.238
H 5.28823 -1.68851 1.23354  0.227
H 3.17371 -3.23986 1.18066  0.237
H -0.11630 -0.05678 0.16817  0.301
H 1.03805 3.23762 -1.27639  0.227
H 2.88243 3.31942 -2.95303  0.220
H 4.02146 1.18806 -3.57590  0.221
H 3.23259 -0.92991 -2.50459  0.194

***

a is favored, and the nearest alternative lies 25.2 kcal/mol above it.

***

## a
Density functional theory data (ωB97M-V/def2-TZVPD) for 2 unconnected molecules or ions with the total composition BrH2OPS.

- LUMO: -1.22 eV
- Molecular weight: 160.960 Da
- Structure (SMILES): O=PBr.S
- Charge: 0

Each line ends with the natural charge from an NBO analysis.
Atoms and positions in Å:
O -1.80360 1.10975 -0.03058  -0.978
P -3.13218 0.62030 0.06092  1.314
Br -2.80045 -1.61226 0.25581  -0.336
S 2.67878 -0.63817 -0.34454  -0.293
H 2.12276 -0.12288 0.78224  0.148
H 2.93468 0.64326 -0.72384  0.146

***

## b
Density functional theory data (ωB97M-V/def2-TZVPD) for BrH2OPS in the gas phase.

- LUMO: -0.80 eV
- Molecular weight: 160.960 Da
- Structure (SMILES): OP(S)Br
- Charge: 0

Each line ends with the natural charge from an NBO analysis.
Atoms and positions in Å:
O -0.14739 1.56229 -0.39506  -0.999
P 0.03932 0.45216 0.72556  1.098
S -1.18750 -1.07966 -0.01839  -0.305
Br 2.45375 -0.39426 -0.04226  -0.470
H -0.13978 1.30093 -1.32407  0.515
H -1.01840 -1.84146 1.05422  0.161

***

b is favored, and the nearest alternative lies 10.9 kcal/mol above it.

***

## a
Density functional theory data (ωB97M-V/def2-TZVPD) for 3 unconnected molecules or ions with the total composition C5H12S2.

- LUMO: 0.64 eV
- Molecular weight: 136.285 Da
- Structure (SMILES): C=C(C)S.C=C.S
- Charge: 0

Each line ends with the natural charge from an NBO analysis.
Atoms and positions in Å:
C -1.51152 1.98497 0.03972  -0.424
C -1.40024 1.35638 -1.10475  -0.124
C -2.54121 0.49796 -1.62209  -0.662
S 0.03741 1.37960 -2.14638  0.001
H -2.44333 1.88784 0.56540  0.203
H -0.63859 2.40868 0.61197  0.204
H -3.53173 0.94321 -1.40974  0.226
H -2.49056 0.19625 -2.64231  0.225
H -2.57356 -0.34249 -0.89983  0.225
H 0.15459 0.11536 -2.51210  0.126
C -0.45064 -1.25833 1.28316  -0.369
C 0.65367 -1.98493 1.03791  -0.394
H -1.44785 -1.47148 0.98040  0.177
H -0.44451 -0.28735 1.68924  0.187
H 1.58124 -1.70586 1.45108  0.204
H 0.46106 -2.87705 0.49316  0.193
S 1.93826 1.32558 2.80155  -0.311
H 1.12577 2.19059 2.07122  0.149
H 2.70427 1.35878 1.61051  0.165

***

## b
Density functional theory data (ωB97M-V/def2-TZVPD) for C5H12S2 in the gas phase.

- LUMO: 0.91 eV
- Molecular weight: 136.285 Da
- Structure (SMILES): CCCSSCC
- Charge: 0

Each line ends with the natural charge from an NBO analysis.
Atoms and positions in Å:
C -0.61557 1.46013 -2.28678  -0.608
C -0.07478 0.05419 -2.42124  -0.418
C 0.70300 -0.40160 -1.19976  -0.536
S -0.38291 -1.45446 -0.20885  0.096
S 0.66535 -2.17404 1.32163  0.073
C 0.47615 -1.02437 2.75404  -0.533
C -0.42386 0.18343 2.56643  -0.640
H -1.35854 1.74079 -3.02012  0.214
H -1.09623 1.67146 -1.32688  0.210
H 0.22124 2.16378 -2.36851  0.201
H -0.90596 -0.64189 -2.57171  0.206
H 0.53189 -0.10388 -3.29637  0.214
H 1.11866 0.45855 -0.68537  0.211
H 1.52716 -1.02880 -1.46526  0.217
H 1.45633 -0.65971 3.08237  0.211
H 0.23585 -1.70293 3.56702  0.216
H 0.15927 1.09592 2.40211  0.213
H -1.13905 0.04605 1.74675  0.231
H -1.09802 0.31736 3.41052  0.221

***

b is favored, and the nearest alternative lies 54.1 kcal/mol above it.

***

## a
Density functional theory data (ωB97M-V/def2-TZVPD) for a gas-phase ion, C2H10N3O (charge +1).

- LUMO: -3.13 eV
- Molecular weight: 92.122 Da
- Structure (SMILES): N[C@@H]([NH3+])[C@@H](N)O
- Charge: +1

Each line ends with the natural charge from an NBO analysis.
Atoms and positions in Å:
N -1.69819 0.64514 0.06690  -0.829
C -0.71332 -0.37233 0.42551  0.070
N -0.60314 -1.07649 -0.86805  -0.769
C 0.69480 0.41930 0.52231  0.230
N 1.85808 -0.41147 0.30843  -0.873
O 0.64745 1.28785 -0.72092  -0.737
H -1.54083 1.44931 0.63786  0.396
H -2.64478 0.36363 0.15212  0.389
H -0.91719 -1.08139 1.26950  0.230
H -1.12301 -1.93930 -1.20271  0.456
H -1.05508 -0.24153 -1.47225  0.493
H 0.38311 -1.20303 -1.21252  0.472
H 0.62724 1.00478 1.51858  0.189
H 2.14943 -1.06942 1.02593  0.396
H 2.63237 0.24762 0.19177  0.393
H 1.30305 1.97734 -0.64249  0.494

***

## b
Density functional theory data (ωB97M-V/def2-TZVPD) for 3 unconnected molecules or ions with the total composition C2H10N3O.

- LUMO (alpha / beta): -4.00 / -5.56 eV
- Molecular weight: 92.122 Da
- Charge: +1

Each line ends with the natural charge from an NBO analysis.
Atoms and positions in Å:
C 1.49086 -0.87331 0.44919  -0.005
C -2.49409 0.39520 -0.47150  0.188
N 1.77814 1.25176 -0.22785  -1.019
N 0.24800 -1.18270 0.61243  -0.289
N -0.69220 -1.59427 -0.15462  -0.521
O -3.05563 0.35800 0.75982  -0.605
H 1.95692 -1.00727 -0.59621  0.217
H 2.15773 -0.59557 1.27361  0.237
H -1.52513 0.72893 -0.58611  0.183
H -3.09923 -0.02635 -1.22291  0.184
H 2.08476 1.16751 -1.19583  0.389
H 2.53057 1.69457 0.42734  0.402
H -0.00400 -1.13832 1.61006  0.404
H -0.46855 -1.78979 -1.11392  0.348
H 1.04810 1.88485 -0.20071  0.375
H -3.82249 -0.18603 0.82280  0.513

***

## c
Density functional theory data (ωB97M-V/def2-TZVPD) for 2 unconnected molecules or ions with the total composition C2H10N3O.

- LUMO: -3.40 eV
- Molecular weight: 92.122 Da
- Charge: +1

Each line ends with the natural charge from an NBO analysis.
Atoms and positions in Å:
C -0.41787 0.50703 -2.41483  -0.416
N -0.66516 -0.10926 -1.07330  -0.694
H -1.35246 0.59134 -2.94718  0.240
H 0.02016 1.48207 -2.25874  0.232
H 0.30220 -0.10214 -2.94191  0.236
H -1.18166 -0.98471 -1.14063  0.442
H -1.18285 0.52661 -0.46124  0.445
H 0.21457 -0.27580 -0.54392  0.462
N -0.19970 0.71803 1.99545  -0.872
C 0.20459 -0.59332 1.79725  0.758
N 1.33360 -0.71400 0.95179  -0.899
O -0.44744 -1.54418 2.12436  -0.574
H -0.89903 0.80394 2.72154  0.422
H 0.52680 1.41809 2.05920  0.395
H 2.07864 -0.05470 1.15041  0.401
H 1.66563 -1.66901 0.98172  0.422

***

c is favored, and the nearest alternative lies 47.9 kcal/mol above it.